[1]
129
Properties=species:S:1:pos:R:3:forces:R:3:mulliken_charge:R:1 method="wB97M-V/def2-TZVPD" homo_energy_ev=-7.9080 orbital_gap_ev=7.65 e_tot_ev=-332185.0282 spin_multiplicity=1
C 1.01007 0.81290 -6.25244 0.48 -0.13 0.12 -0.99
C 0.85333 1.52538 -4.74674 -0.21 0.42 -1.88 0.61
C 2.31106 1.56577 -4.04845 0.68 1.13 -1.26 -1.10
C 2.69023 0.49873 -2.90197 1.44 0.21 -0.58 -0.60
C 1.58209 0.10144 -1.76153 1.13 -2.53 -1.74 0.97
C 0.84036 -1.24625 -2.45128 -0.76 0.95 -1.00 -0.94
C -0.67435 -1.51090 -1.88556 -0.36 -1.56 -0.06 -0.30
C -1.87489 -1.11005 -2.97335 0.10 -0.97 0.77 0.60
C -1.91643 -2.29187 -4.12241 0.14 -0.50 -0.06 -0.38
C -2.84912 -3.58899 -3.72611 -0.20 -0.29 -0.97 0.44
O -2.11933 -4.62992 -2.94879 -1.78 0.83 1.45 -0.41
C -2.90985 -5.00675 -1.73521 -0.16 0.06 0.40 -0.37
O 0.44559 1.00961 -1.62240 1.71 1.76 1.63 -0.41
S 0.75158 2.43480 -0.78761 -2.77 6.79 -2.83 1.80
O 1.75154 3.41910 -1.43502 -1.86 -4.56 2.24 -0.71
O -0.59356 3.26531 -0.83008 4.02 -4.23 0.87 -0.67
C 1.21163 1.87050 0.97192 2.45 -0.23 0.01 1.55
C 1.70423 3.22389 1.75156 -0.19 2.16 1.61 -0.90
C 0.55043 4.01847 2.61391 -3.36 2.75 1.80 0.30
C -0.19189 5.33758 1.90414 -1.51 -0.62 4.17 -0.32
C -1.32523 6.21193 2.74169 1.10 -3.44 0.99 -0.79
C -1.77968 5.85001 4.31094 2.92 -4.32 -2.15 -0.36
C -1.05597 4.51650 5.00022 0.42 2.12 -4.06 -0.71
C 0.07389 3.67131 4.14744 -0.57 1.59 -0.78 0.62
C 0.75080 2.37093 4.95022 -1.07 -0.05 -0.81 -0.79
B -0.09485 1.11080 1.60834 -3.08 -2.06 1.28 -0.04
C -1.66108 1.71174 1.66801 -0.14 0.69 0.28 -0.43
O -0.10712 -0.27611 2.19909 -0.47 1.90 -2.76 -0.75
C 2.53905 0.87126 0.76799 0.00 -0.32 1.21 -2.57
I 4.36634 2.08272 0.25725 -0.63 -0.14 -0.26 0.23
C 3.08312 0.24295 2.22032 1.16 -0.15 0.27 -0.16
C 4.55159 -0.54237 2.06559 -1.17 -2.17 1.55 0.62
C 4.40321 -1.99662 2.88444 1.19 0.86 0.14 -0.84
F 5.65935 0.16370 2.78180 -2.36 -1.05 -1.92 -0.39
C 2.38870 -0.26950 -0.38160 0.70 -0.10 -0.39 -0.63
S 1.96047 -2.00590 0.30885 -0.30 0.50 -0.17 -0.17
H 1.37233 1.59473 -7.07553 -0.91 -1.59 1.88 0.33
H 0.01104 0.30497 -6.60944 2.07 1.13 0.68 0.11
H 1.88466 0.00469 -6.19928 -2.04 1.49 -0.12 0.28
H 0.51046 2.64299 -4.98922 0.65 -2.45 0.85 0.32
H -0.01089 0.99792 -4.17483 1.79 1.02 -0.84 -0.45
H 3.08582 1.35338 -4.93873 -1.60 0.40 2.00 0.53
H 2.53622 2.71038 -3.78824 -0.51 -2.78 0.09 0.21
H 3.73413 0.86778 -2.45027 -2.49 -0.66 -0.69 0.13
H 2.99456 -0.51080 -3.46737 -0.91 2.02 1.40 0.37
H 1.54193 -2.18166 -2.48234 -1.35 1.91 0.56 0.30
H 0.68225 -0.98246 -3.60745 0.47 -0.32 2.50 0.13
H -0.77529 -2.69467 -1.76375 0.17 2.48 -0.19 0.23
H -0.87985 -1.07886 -0.80398 0.52 -0.51 -2.32 -0.19
H -1.77269 -0.02421 -3.39570 -0.05 -2.20 0.75 -0.62
H -2.88485 -1.17299 -2.37592 1.83 0.30 -1.18 0.36
H -0.81780 -2.72323 -4.29729 -2.36 0.99 0.34 0.15
H -2.30257 -1.91814 -5.17708 0.72 -0.59 2.44 0.25
H -3.85549 -3.32142 -3.18857 2.74 -0.33 -1.02 -0.52
H -3.15944 -4.11892 -4.74728 0.65 1.11 1.96 0.14
H -2.32788 -5.79506 -1.05414 -1.11 1.63 -1.96 0.25
H -3.09023 -4.06644 -1.02377 0.23 -1.84 -1.67 0.19
H -3.95564 -5.45896 -2.08601 2.19 0.91 0.96 0.11
H 2.57996 3.04339 2.54335 -1.98 -0.19 -1.96 0.51
H 2.16166 4.06167 1.03247 -1.18 -2.21 1.23 0.51
H 0.09065 5.68491 0.82196 -0.61 -0.86 2.31 0.21
H -1.85979 7.18059 2.29731 1.38 -2.70 0.58 0.42
H -2.56883 6.50969 4.89252 1.78 -1.85 -1.44 0.46
H -1.35238 4.23760 6.10918 0.87 0.48 -2.61 0.25
H 0.98094 2.59639 6.07543 -0.32 -0.19 -2.30 0.46
H -0.07161 1.50600 4.94689 1.84 1.78 -0.05 0.21
H 1.70791 1.95913 4.38466 -2.03 1.00 1.29 -0.02
H -1.71864 2.86442 1.48669 -0.03 -2.23 0.23 0.09
H -2.36435 1.17716 0.89577 1.34 0.94 1.25 0.36
H -2.11577 1.49172 2.74796 1.07 0.40 -2.24 0.21
H -0.94243 -0.73513 1.83259 1.67 1.34 1.28 0.33
H 2.37713 -0.53044 2.71380 0.87 1.45 -1.26 0.30
H 3.29591 1.07123 3.02403 -0.52 -1.32 -1.81 0.26
H 4.80289 -0.84812 0.96772 0.07 1.22 2.10 0.24
H 4.00795 -2.84468 2.18159 0.63 1.83 1.46 0.04
H 3.72248 -1.85849 3.85394 1.56 -0.39 -2.23 0.24
H 5.52084 -2.25851 3.21104 -2.50 0.43 -0.61 0.30
H 3.51552 -0.45961 -0.74464 -2.68 0.15 0.82 0.70
H 0.58298 -2.13039 0.51259 1.31 0.77 -0.38 0.10
Cl -5.92753 -2.96652 -3.12785 -1.06 0.18 -0.01 -0.13
C -6.47821 -4.61339 -3.45910 0.01 -0.02 -0.38 -0.35
Cl -6.98973 -5.42400 -1.97371 0.06 -0.16 -0.16 -0.16
H -7.32255 -4.57365 -4.15165 0.18 0.06 0.29 0.38
H -5.65845 -5.17888 -3.90878 -0.10 0.15 0.22 0.28
Cl 4.27011 -5.77844 2.64024 0.05 -0.06 0.06 -0.07
C 3.47258 -5.29456 4.14189 0.14 -0.13 0.33 -0.41
Cl 2.10473 -4.22230 3.81882 -0.21 -0.15 0.16 -0.09
H 3.11051 -6.18807 4.65633 0.03 0.23 -0.25 0.36
H 4.19329 -4.77099 4.77471 -0.18 -0.03 -0.26 0.26
Cl -1.71367 9.57540 6.60127 -0.08 0.04 0.16 -0.21
C -0.49125 9.45533 5.32989 0.16 0.46 -0.09 -0.26
Cl -0.90441 8.18897 4.16767 1.04 2.22 1.03 0.01
H -0.42772 10.41218 4.80594 -0.15 -0.27 0.33 0.31
H 0.47357 9.21923 5.78526 -0.56 -0.08 -0.18 0.10
Cl -8.54814 -2.73422 0.94795 0.03 -0.02 -0.14 -0.14
C -9.09882 -4.38109 0.61670 0.01 -0.15 -0.28 0.10
Cl -9.61034 -5.19170 2.10209 -0.04 -0.09 -0.05 -0.16
H -9.94316 -4.34135 -0.07585 0.18 0.05 0.27 0.28
H -8.27906 -4.94658 0.16702 -0.26 0.26 0.32 -0.07
Cl 2.43968 10.63235 5.87733 0.48 0.27 0.12 -0.15
C 2.82064 10.89954 4.17186 0.33 0.19 -0.22 -0.25
Cl 1.51166 10.32757 3.13044 0.37 0.10 -0.31 -0.13
H 2.96772 11.96919 4.00352 -0.15 -0.28 0.11 0.29
H 3.73612 10.35749 3.92273 -0.32 0.04 0.11 0.28
Cl -0.58422 -2.20109 -7.13035 0.21 -0.16 -0.43 -0.03
C -1.49484 -3.23366 -8.23927 0.23 -0.21 -0.26 -0.44
Cl -3.22199 -3.20311 -7.86358 -0.06 -0.06 -0.07 -0.16
H -1.34659 -2.87604 -9.26116 -0.11 0.01 0.32 0.33
H -1.12964 -4.25972 -8.15081 -0.14 0.29 0.10 0.29
Cl -4.43615 3.40035 -1.30325 0.01 0.07 0.09 -0.14
C -3.21373 3.28028 -2.57463 0.46 0.25 -0.02 0.75
Cl -3.62689 2.01392 -3.73684 -0.02 0.00 -0.16 -0.16
H -3.15020 4.23713 -3.09857 -0.18 -0.28 0.11 0.32
H -2.24891 3.04418 -2.11926 -0.32 -0.01 -0.02 -0.66
Cl 5.84694 -6.30521 -0.37118 0.06 0.07 0.01 -0.14
C 7.42899 -6.89233 0.15564 0.21 0.27 0.18 -0.24
Cl 7.59197 -8.62860 -0.13405 0.18 0.03 -0.09 -0.16
H 8.20761 -6.36421 -0.40020 -0.27 -0.22 0.04 0.31
H 7.54257 -6.69787 1.22489 -0.15 -0.15 -0.25 0.23
Cl -7.25383 3.20866 3.32159 -0.09 -0.09 -0.05 -0.18
C -6.01041 3.40054 2.07973 0.08 -0.09 -0.34 -0.28
Cl -4.75206 4.52434 2.60770 0.08 -0.08 -0.11 -0.06
H -5.55634 2.42737 1.87756 -0.08 0.27 0.16 0.23
H -6.47391 3.78777 1.16911 0.08 -0.02 0.31 0.27
Cl 6.36623 -9.57714 3.06835 0.06 -0.03 -0.01 -0.14
C 5.45562 -10.60971 1.95943 0.12 -0.21 -0.29 -0.13
Cl 3.72847 -10.57916 2.33512 -0.01 -0.06 -0.08 -0.16
H 5.60386 -10.25208 0.93755 -0.09 0.04 0.35 0.13
H 5.82082 -11.63577 2.04790 -0.13 0.29 0.12 0.30



[2]
44
Properties=species:S:1:pos:R:3:forces:R:3:mulliken_charge:R:1 method="wB97M-V/def2-TZVPD" homo_energy_ev=-2.9926 total_charge=-1 orbital_gap_ev=4.57 e_tot_ev=-29388.6652 spin_multiplicity=1
Pb 0.05368 1.17655 0.08436 2.14 -0.45 0.67 0.96
C 1.37524 1.28337 2.67521 -0.42 -0.57 0.02 -0.71
C -0.05351 1.48633 2.61091 0.06 -0.42 0.01 -0.76
C -0.67247 0.18537 2.75409 0.62 0.00 0.23 -0.67
H -0.56181 2.45096 2.67927 0.18 -0.29 -0.05 0.62
C 0.35834 -0.77400 2.88150 -0.29 0.51 0.19 -0.32
C 1.61038 -0.10412 2.82946 -0.47 0.54 0.10 -0.41
H 2.58530 -0.57478 2.95123 -0.31 0.15 -0.24 0.42
H 2.12250 2.07700 2.68125 -0.23 -0.28 -0.15 0.43
H -1.74594 -0.00045 2.81377 0.30 0.04 -0.05 0.46
H 0.22015 -1.84296 3.05562 0.04 0.36 -0.28 0.40
C 2.79952 -0.24486 -1.73035 -0.31 -0.38 0.39 -0.69
C 3.33789 -0.68681 -0.48566 -0.58 -0.32 -0.28 -0.49
C 2.65997 -1.88146 -0.11149 -0.11 0.32 -0.65 -0.68
H 4.14712 -0.21132 0.06664 -0.22 -0.06 -0.10 0.36
C 1.70763 -2.18874 -1.12744 0.44 0.65 -0.01 -0.34
C 1.78921 -1.17219 -2.12600 0.21 -0.13 0.56 -0.63
H 1.20356 -1.13160 -3.04364 0.13 0.00 0.16 0.40
H 3.13298 0.62134 -2.29932 -0.09 -0.15 0.12 0.44
H 2.85097 -2.47097 0.78393 -0.07 0.15 -0.18 0.40
H 1.05774 -3.06349 -1.15522 0.10 0.20 0.03 0.46
O -1.89092 2.42147 -0.54288 -4.48 -1.40 -0.49 -0.53
C -2.74277 -2.52515 -0.77159 -0.37 1.10 0.04 1.16
C -3.44762 -1.37529 -0.72512 0.45 -0.71 0.07 -0.97
C -2.29500 -3.24001 0.47548 -0.03 -0.17 0.15 -1.09
C -2.34282 -3.10219 -2.10390 0.09 -0.25 -0.22 -1.31
C -3.04217 1.90814 -0.59589 3.12 1.76 0.26 -0.12
H -3.77063 -0.94405 0.22315 0.12 -0.09 -0.18 0.25
H -3.71167 -0.85431 -1.64658 -0.02 -0.13 0.19 0.22
H -3.54169 1.77876 -1.56898 0.05 0.03 0.22 0.29
H -3.56460 1.61436 0.33206 0.17 -0.02 -0.29 0.30
H -2.87355 -4.16218 0.63815 0.08 0.13 -0.14 0.34
H -2.41783 -2.61408 1.36924 0.07 -0.11 -0.27 0.23
H -1.23849 -3.54070 0.39621 -0.28 0.24 0.01 0.23
H -3.12492 -3.75768 -2.51278 0.05 0.08 0.18 0.34
H -1.43892 -3.71597 -2.01681 -0.08 0.25 -0.04 0.30
H -2.16795 -2.31247 -2.84660 0.02 -0.20 0.24 0.31
C 2.53493 4.77336 -1.09493 0.04 -0.61 0.22 -0.76
O 1.92787 3.52130 -0.67646 1.00 0.84 -0.61 -0.18
C 0.80900 3.52865 0.04755 -1.49 -1.14 0.48 0.18
O 0.25577 4.52641 0.46052 0.51 0.28 -0.25 -0.61
H 3.57314 4.49379 -1.27263 -0.03 0.26 -0.06 0.20
H 2.46251 5.54686 -0.32916 -0.10 -0.12 -0.06 0.30
H 2.06989 5.09780 -2.02618 -0.01 0.11 0.08 0.29